Molecular formula: C24H31F6NO20
Method: DFT, ωB97M-V with the def2-TZVPD basis set

Output
Orbital gap, Eh: 0.3691
Energy, hartree: -3091.7883
Structure (SMILES): O=C1OC[C@@H](F)O1.O=C1OC[C@@H](F)O1.O=C1OC[C@@H](F)O1.O=C1OC[C@@H](F)O1.O=C1OC[C@@H](F)O1.O=C1OC[C@@H](F)O1.CCCCCNC(=O)O

The geometry in ORCA input format:
```
! RIJCOSX wB97M-V def2-TZVPD def2/J DEFGRID3
* xyz 0 1
C 0.97267 -3.34296 -0.64480
C 0.96465 -2.41323 -1.99381
C -0.34585 -1.44857 -2.17481
C -1.19864 -1.15777 -0.80645
C -2.28754 -2.33631 -0.42219
N -3.26204 -2.48093 -1.60739
C -4.43770 -3.36267 -1.22719
O -4.59305 -4.54239 -1.88693
O -5.45841 -2.99850 -0.22018
H 0.29312 -4.29446 -0.78317
H 0.75254 -2.77362 0.35647
H 2.08685 -3.75810 -0.53734
H 1.95165 -1.76070 -2.05483
H 0.95380 -3.16631 -2.92010
H -1.06889 -1.81176 -3.03312
H 0.06746 -0.39059 -2.54251
H -1.80939 -0.15170 -0.99916
H -0.44997 -0.89806 0.07841
H -2.89393 -2.02399 0.55687
H -1.79972 -3.40530 -0.29163
H -2.71690 -3.05308 -2.31905
H -6.09378 -2.37433 -0.71582
C 4.99601 -0.56548 1.93656
C 3.62715 -1.14770 2.03113
O 3.00177 -0.71370 0.84478
C 4.01119 -0.58470 -0.06137
O 3.84217 -0.49521 -1.26606
O 5.23796 -0.57561 0.54397
F 2.95375 -0.62838 3.08208
H 5.04479 0.46438 2.30589
H 5.74037 -1.16441 2.46817
H 3.60703 -2.24169 2.07899
C 0.63682 -2.88780 -6.69800
C 1.73511 -1.89605 -6.87658
O 1.15351 -0.68164 -6.45965
C 0.21936 -1.03566 -5.53299
O -0.29772 -0.25619 -4.75009
O -0.06235 -2.37344 -5.58241
F 2.07345 -1.78069 -8.18037
H -0.03758 -2.93281 -7.55971
H 1.01379 -3.89375 -6.49467
H 2.62778 -2.10196 -6.27636
C 9.14105 2.28674 3.71063
C 9.19705 1.28600 2.60742
O 8.43894 0.20608 3.10332
C 7.52661 0.76979 3.94389
O 6.52711 0.20073 4.35015
O 7.86414 2.05463 4.27060
F 10.46428 0.86002 2.40658
H 9.90808 2.11897 4.47412
H 9.22824 3.31361 3.34550
H 8.76666 1.63488 1.66266
C -0.50744 -1.96983 3.42796
C -0.46550 -3.45963 3.40697
O -0.31937 -3.80436 4.76590
C -0.92356 -2.79566 5.45449
O -1.24393 -2.86508 6.62940
O -1.13419 -1.69816 4.66543
F 0.62162 -3.90207 2.73610
H 0.49004 -1.51778 3.41940
H -1.08622 -1.55829 2.59667
H -1.36927 -3.92845 3.00332
C -3.18590 3.33526 -1.51959
C -4.44910 3.23206 -0.73513
O -4.32622 1.99318 -0.07411
C -2.98615 1.81221 0.09359
O -2.49587 0.99915 0.85938
O -2.25737 2.65898 -0.69593
F -5.52242 3.17270 -1.55496
H -3.24675 2.82947 -2.48905
H -2.88172 4.37255 -1.68359
H -4.58632 4.03057 0.00181
C -7.17619 5.86661 0.71110
C -7.21302 7.17629 1.42179
O -5.87984 7.36174 1.84024
C -5.12350 6.70740 0.91479
O -3.92190 6.86576 0.77715
O -5.87738 5.85680 0.15347
F -7.99836 7.10709 2.52003
H -7.28655 5.01353 1.38894
H -7.93849 5.79537 -0.06943
H -7.52258 8.01890 0.79434
*
```

For each atom in turn, the Löwdin charge in e is:
1. C -0.15
2. C -0.22
3. C -0.21
4. C -0.18
5. C -0.19
6. N 0.01
7. C -0.32
8. O -0.05
9. O -0.02
10. H 0.08
11. H 0.05
12. H 0.09
13. H 0.10
14. H 0.11
15. H 0.10
16. H 0.12
17. H 0.10
18. H 0.12
19. H 0.13
20. H 0.12
21. H 0.12
22. H 0.14
23. C -0.09
24. C -0.32
25. O 0.13
26. C -0.50
27. O 0.13
28. O 0.08
29. F 0.08
30. H 0.14
31. H 0.14
32. H 0.18
33. C -0.07
34. C -0.33
35. O 0.15
36. C -0.49
37. O 0.12
38. O 0.06
39. F 0.08
40. H 0.15
41. H 0.15
42. H 0.18
43. C -0.07
44. C -0.33
45. O 0.14
46. C -0.50
47. O 0.13
48. O 0.08
49. F 0.08
50. H 0.15
51. H 0.15
52. H 0.18
53. C -0.07
54. C -0.33
55. O 0.14
56. C -0.50
57. O 0.14
58. O 0.08
59. F 0.07
60. H 0.14
61. H 0.13
62. H 0.18
63. C -0.06
64. C -0.33
65. O 0.15
66. C -0.51
67. O 0.12
68. O 0.08
69. F 0.08
70. H 0.15
71. H 0.15
72. H 0.15
73. C -0.07
74. C -0.33
75. O 0.15
76. C -0.50
77. O 0.15
78. O 0.04
79. F 0.08
80. H 0.15
81. H 0.15
82. H 0.18

---

Molecular formula: C24H31N3O2
Method: DFT, ωB97M-V with the def2-TZVPD basis set

Output
Orbital gap, Eh: 0.3380
Energy relative to the best compared isomer or geometry (same formula, charge and spin), kcal per mole: 72.1
Energy, hartree: -1247.8393
Structure (SMILES): C#CCN(C(=O)C[C@H]1C(=O)NCCN1C/C=C/c1ccccc1)C1CCCCC1

The geometry in ORCA input format:
```
! RIJCOSX wB97M-V def2-TZVPD def2/J DEFGRID3
* xyz 0 1
C -0.19592 -0.08617 -2.98744
C -0.60503 0.83453 -2.34047
C -1.09480 1.94608 -1.53972
N -1.29123 1.58509 -0.14749
C -0.45000 1.91500 0.86355
O -0.64469 1.53484 2.00399
C 0.72266 2.83063 0.54987
H 0.37054 3.73222 0.04488
H 1.14318 3.11813 1.51393
C 1.82571 2.15064 -0.29491
N 2.77957 1.46261 0.55328
C 3.81747 2.35166 1.01594
H 4.47690 1.81274 1.69838
C 4.62864 2.94626 -0.14174
N 3.71144 3.51941 -1.09998
C 2.41035 3.20691 -1.23412
O 1.70608 3.76420 -2.05946
H 4.06809 4.20461 -1.75226
H 5.30128 3.72727 0.22375
H 5.23810 2.16661 -0.61802
H 3.34160 3.16522 1.56975
C 3.27301 0.20888 -0.00481
C 2.19158 -0.82915 -0.06686
C 1.99841 -1.73590 0.88624
C 0.99010 -2.78821 0.87342
C 0.60015 -3.37461 2.07776
C -0.34819 -4.37897 2.10365
C -0.91626 -4.82930 0.92355
C -0.53020 -4.26427 -0.28143
C 0.41148 -3.25430 -0.30741
H 0.71696 -2.83311 -1.25283
H -0.96611 -4.61727 -1.20516
H -1.65298 -5.61917 0.94137
H -0.64338 -4.81643 3.04625
H 1.03963 -3.02560 3.00109
H 2.62234 -1.70637 1.77101
H 1.55098 -0.80548 -0.93726
H 3.69643 0.34298 -1.01630
H 4.06753 -0.14272 0.65858
H 1.35732 1.40402 -0.94107
C -2.39045 0.68326 0.20771
C -1.92235 -0.77464 0.23823
C -3.03768 -1.66980 0.76597
C -4.28970 -1.52672 -0.09333
C -4.73710 -0.06911 -0.14137
C -3.61819 0.81601 -0.68762
H -3.38163 0.48911 -1.70269
H -3.95616 1.85480 -0.71835
H -5.62244 0.02958 -0.77347
H -5.00429 0.26167 0.86450
H -4.07379 -1.87241 -1.10707
H -5.09241 -2.14816 0.30874
H -2.70058 -2.70763 0.77175
H -3.26705 -1.38594 1.79501
H -1.63745 -1.08970 -0.76739
H -1.04606 -0.85199 0.88252
H -2.66996 0.96447 1.23068
H -0.38188 2.76868 -1.63277
H -2.04571 2.28912 -1.96094
H 0.15613 -0.88412 -3.57155
*
```

For each atom in turn, the Löwdin charge in e is:
1. C 0.13
2. C -0.10
3. C -0.15
4. N 0.00
5. C -0.44
6. O 0.07
7. C -0.02
8. H 0.12
9. H 0.12
10. C -0.21
11. N -0.12
12. C -0.16
13. H 0.12
14. C -0.16
15. N 0.10
16. C -0.44
17. O 0.05
18. H 0.15
19. H 0.12
20. H 0.11
21. H 0.12
22. C -0.18
23. C -0.06
24. C -0.04
25. C -0.24
26. C -0.04
27. C -0.08
28. C -0.10
29. C -0.09
30. C -0.05
31. H 0.10
32. H 0.10
33. H 0.10
34. H 0.10
35. H 0.11
36. H 0.12
37. H 0.08
38. H 0.13
39. H 0.12
40. H 0.12
41. C -0.27
42. C -0.14
43. C -0.18
44. C -0.20
45. C -0.20
46. C -0.15
47. H 0.12
48. H 0.12
49. H 0.11
50. H 0.12
51. H 0.11
52. H 0.11
53. H 0.09
54. H 0.12
55. H 0.10
56. H 0.11
57. H 0.15
58. H 0.11
59. H 0.13
60. H 0.03